<P>
ORCA calculation (ωB97M-V with the def2-TZVPD basis set) on 2 unconnected molecules or ions with the total composition C5H13N3.

Each atom is followed by the atoms it is bonded to, with distances in Å.
Element x y z (Å)
1 C -1.7229 1.4994 1.4075  C2 1.329, H5 1.081, H6 1.082
2 C -1.1306 2.2899 0.5189  C1 1.329, N3 1.408, H7 1.085
3 N 0.2331 2.2210 0.1771  C2 1.408, C4 1.262
4 C 1.0674 2.4124 1.1046  N3 1.262, H8 1.086, H9 1.094
5 H -1.2315 0.6165 1.7919  C1 1.081
6 H -2.7740 1.6442 1.6215  C1 1.082
7 H -1.6980 3.0047 -0.0674  C2 1.085
8 H 2.1273 2.3845 0.8716  C4 1.086
9 H 0.7423 2.5964 2.1324  C4 1.094
10 N 1.6635 -1.1556 -2.0614  C11 1.456, H14 1.010, H15 1.011
11 C 0.6642 -0.8578 -1.0459  N10 1.456, C12 1.530, H16 1.088, H17 1.095
12 C -0.1186 -2.1318 -0.7217  C11 1.530, N13 1.469, H18 1.090, H19 1.096
13 N -0.9217 -1.9372 0.4923  C12 1.469, H20 1.011, H21 1.013
14 H 2.4469 -1.6967 -1.7230  N10 1.010
15 H 2.0267 -0.3267 -2.5121  N10 1.011
16 H -0.0220 -0.1218 -1.4607  C11 1.088
17 H 1.0568 -0.4329 -0.1161  C11 1.095
18 H -0.8162 -2.3333 -1.5341  C12 1.090
19 H 0.5802 -2.9747 -0.6751  C12 1.096
20 H -1.7591 -2.5030 0.4705  N13 1.011
21 H -0.4139 -2.1975 1.3291  N13 1.013

Calculated values
HOMO energy, eV: -8.941
Structure (SMILES): C=CN=C.NCCN
Orbital gap, eV: 10.027

Results of the Löwdin charge analysis, in e, for atoms 1 through 2:
1 C 0.001
2 C -0.261

---

<Q>
ORCA calculation (ωB97M-V with the def2-TZVPD basis set) on a single C5H13N3 molecule.

Each atom is followed by the atoms it is bonded to, with distances in Å.
Element x y z (Å)
1 H 2.9233 0.9445 0.2803  N2 1.024
2 N 2.1361 0.5393 0.7956  H1 1.024, C3 1.315
3 C 1.0770 0.4217 0.0251  N2 1.315, C4 1.515, C5 1.568
4 C 1.2518 0.4686 -1.4794  C3 1.515, H10 1.094, H11 1.093, H12 1.088
5 C -0.1777 -0.2851 0.6465  C3 1.568, C6 1.525, N7 1.485, C8 1.549
6 C -0.3759 -1.7090 0.1374  C5 1.525, H13 1.096, H14 1.096, H15 1.095
7 N 0.0244 -0.3161 2.1176  C5 1.485, H16 1.024, H17 1.025
8 C -1.3252 0.7052 0.3293  C5 1.549, N9 1.438, H18 1.094, H19 1.212
9 N -2.2101 0.4070 -0.7642  C8 1.438, H20 1.013, H21 1.017
10 H 1.8604 1.3400 -1.7377  C4 1.094
11 H 1.7650 -0.4335 -1.8206  C4 1.093
12 H 0.2966 0.5528 -1.9941  C4 1.088
13 H -1.2640 -2.1650 0.5889  C6 1.096
14 H 0.4962 -2.3268 0.3784  C6 1.096
15 H -0.4985 -1.7487 -0.9500  C6 1.095
16 H 0.8175 -0.9411 2.2867  N7 1.024
17 H 0.4193 0.5872 2.3967  N7 1.025
18 H -1.9290 0.9019 1.2199  C8 1.094
19 H -0.5937 1.6306 0.0518  C8 1.212
20 H -1.7449 0.3249 -1.6606  N9 1.013
21 H -2.9488 1.1012 -0.8473  N9 1.017

Calculated values
HOMO energy, eV: -9.134
Structure (SMILES): [H]/N=C(\C)[C@@](C)(N)CN
Orbital gap, eV: 9.931

Results of the Löwdin charge analysis, in e, for atoms 1 through 2:
1 H 0.050
2 N 0.121

---

<R>
ORCA calculation (ωB97M-V with the def2-TZVPD basis set) on 2 unconnected molecules or ions with the total composition C5H13N3.

Each atom is followed by the atoms it is bonded to, with distances in Å.
Element x y z (Å)
1 C -0.7744 -0.5398 1.9630  C2 1.310, H6 1.082, H7 1.080
2 C -0.5219 -0.3883 0.6866  C1 1.310, C3 1.346
3 C -0.8573 -0.5203 -0.6105  C2 1.346, C4 1.512, C5 1.505
4 C -0.1124 -1.4910 -1.4994  C3 1.512, H8 1.091, H9 1.094, H10 1.090
5 C -2.1786 -0.0521 -1.1576  C3 1.505, H11 1.092, H12 1.089, H13 1.094
6 H -0.3571 0.1178 2.7137  C1 1.082
7 H -1.5542 -1.1906 2.3291  C1 1.080
8 H 0.1138 -1.0239 -2.4593  C4 1.091
9 H -0.7094 -2.3884 -1.6882  C4 1.094
10 H 0.8186 -1.8433 -1.0547  C4 1.090
11 H -2.0022 0.5253 -2.0678  C5 1.092
12 H -2.7028 0.5784 -0.4415  C5 1.089
13 H -2.8156 -0.8982 -1.4325  C5 1.094
14 N 2.3653 0.7428 -0.1718  N15 1.437, H17 1.020, H18 1.015
15 N 1.1666 1.2803 0.4105  N14 1.437, N16 1.409, H19 1.071
16 N 1.3687 1.7194 1.7335  N15 1.409, H20 1.016, H21 1.023
17 H 2.3790 -0.2703 -0.0500  N14 1.020
18 H 2.3505 0.9404 -1.1669  N14 1.015
19 H 0.2103 1.3638 -0.0653  N15 1.071
20 H 2.1184 2.4055 1.7286  N16 1.016
21 H 1.6948 0.9328 2.3005  N16 1.023

Calculated values
HOMO energy, eV: -7.438
Structure (SMILES): C=C=C(C)C.NNN
Orbital gap, eV: 8.390

Results of the Löwdin charge analysis, in e, for atoms 1 through 2:
1 C 0.020
2 C -0.113

---

Stability check: which of them is most stable? <Q>.

---

<P>
ORCA calculation (ωB97M-V with the def2-TZVPD basis set) on a single C5H14N3 molecule.

Each atom is followed by the atoms it is bonded to, with distances in Å.
Element x y z (Å)
1 C 1.8147 1.1426 1.8055  C2 1.513, H9 1.094, H10 1.097, H11 1.113
2 C 0.6628 1.5369 0.9080  C1 1.513, C3 1.505, N8 1.542, H12 1.102
3 C 0.4139 0.7302 -0.3378  C2 1.505, C4 1.584, H13 1.081, H14 1.116
4 C -0.7957 -0.2908 -0.2944  C3 1.584, N7 1.451, H15 1.090, H16 1.084
5 N -1.8655 -3.0967 -0.6675  C6 1.365, H17 1.007, H18 1.005
6 C -0.7970 -2.5278 -1.2993  N5 1.365, N7 1.266, H19 1.087
7 N -0.3448 -1.3518 -1.1749  C4 1.451, C6 1.266
8 N 0.7236 3.0114 0.4606  C2 1.542, H20 1.065, H21 1.031, H22 1.092
9 H 2.5611 1.8976 2.0701  C1 1.094
10 H 2.4844 0.3879 1.3741  C1 1.097
11 H 1.5936 0.6743 2.7913  C1 1.113
12 H -0.1618 1.4625 1.6348  C2 1.102
13 H 0.5202 1.3185 -1.2386  C3 1.081
14 H 1.3529 0.1993 -0.6255  C3 1.116
15 H -1.6458 0.2956 -0.6419  C4 1.090
16 H -0.9575 -0.5368 0.7490  C4 1.084
17 H -2.3300 -2.6061 0.0789  N5 1.007
18 H -2.0059 -4.0864 -0.5626  N5 1.005
19 H -0.4213 -3.1202 -2.1293  C6 1.087
20 H -0.0788 3.4708 -0.0685  N8 1.065
21 H 0.9494 3.7184 1.1759  N8 1.031
22 H 1.5957 3.1615 -0.1796  N8 1.092

Calculated values
HOMO energy (alpha / beta), eV: -3.506 / -9.408
Orbital gap (alpha / beta), eV: 4.218 / 10.082
⟨S²⟩: 0.751
Multiplicity: 2

Results of the Löwdin charge analysis, in e, for atoms 1 through 2:
1 C -0.099
2 C -0.422

---

<Q>
ORCA calculation (ωB97M-V with the def2-TZVPD basis set) on 3 unconnected molecules or ions with the total composition C5H14N3.

Each atom is followed by the atoms it is bonded to, with distances in Å.
Element x y z (Å)
1 C 1.7312 -0.1562 0.7763  C2 1.472, H9 1.112, H10 1.094, H11 1.078
2 C 2.7303 -1.2346 0.7026  C1 1.472, C3 1.391, H12 1.078
3 C 2.3717 -2.5463 0.4085  C2 1.391, H13 1.112, H14 1.078
4 C -0.9169 0.5101 -0.5566  N7 1.547, H15 1.107, H16 1.122
5 N -1.1449 -2.4004 1.3573  C6 1.323, H17 1.041
6 C -1.0352 -1.6141 0.2985  N5 1.323, N7 1.322, H18 1.116
7 N -1.8203 -0.7104 -0.2617  C4 1.547, C6 1.322, H19 1.100
8 N -1.9859 4.3053 -1.5498  H20 1.084, H21 1.005, H22 1.005
9 H 0.7309 -0.3575 1.2190  C1 1.112
10 H 2.2177 0.7502 1.1489  C1 1.094
11 H 1.5052 0.0098 -0.2648  C1 1.078
12 H 3.7622 -1.0195 0.4759  C2 1.078
13 H 1.4552 -2.9906 0.8549  C3 1.112
14 H 2.9454 -3.2473 -0.1765  C3 1.078
15 H -1.3133 1.1362 0.2661  C4 1.107
16 H -1.2602 0.8594 -1.5658  C4 1.122
17 H -1.6151 -1.8796 2.1267  N5 1.041
18 H -0.0288 -1.5955 -0.1838  C6 1.116
19 H -2.8827 -0.7919 0.0135  N7 1.100
20 H -1.8537 3.3736 -2.0875  N8 1.084
21 H -2.1987 5.0247 -2.2187  N8 1.005
22 H -1.3940 4.5746 -0.7831  N8 1.005

Calculated values
HOMO energy (alpha / beta), eV: -8.695 / -8.701
Orbital gap (alpha / beta), eV: 9.339 / 7.086
⟨S²⟩: 0.754
Multiplicity: 2

Results of the Löwdin charge analysis, in e, for atoms 1 through 2:
1 C -0.156
2 C -0.210

---

Stability check: which of them is most stable? <P>.

---

<P>
ORCA calculation (ωB97M-V with the def2-TZVPD basis set) on a single C5H4O3 molecule.

Each atom is followed by the atoms it is bonded to, with distances in Å.
Element x y z (Å)
1 O 2.5374 0.0586 -0.0246  C2 1.189
2 C 1.3638 -0.0103 0.1509  O1 1.189, C3 1.484, C8 1.600
3 C 0.4369 -1.1657 0.2474  C2 1.484, O4 1.436, O7 1.410, H9 1.170
4 O -0.4355 -0.6433 1.2618  C3 1.436, C5 1.426
5 C -1.0645 0.4138 0.5408  O4 1.426, C6 1.489, C8 1.589, H10 1.150
6 C -0.7949 0.0737 -0.8840  C5 1.489, O7 1.419, C8 1.558, H11 1.163
7 O -0.2458 -1.2314 -0.9845  C3 1.410, C6 1.419
8 C 0.2038 1.0408 -0.1813  C2 1.600, C5 1.589, C6 1.558, H12 1.124
9 H 0.8506 -2.2075 0.5821  C3 1.170
10 H -1.6528 1.0484 1.2980  C5 1.150
11 H -1.5685 0.4844 -1.6491  C6 1.163
12 H 0.3695 2.1386 -0.3575  C8 1.124

Calculated values
HOMO energy, eV: -9.348
Structure (SMILES): O=C1[C@H]2O[C@@H]3[C@H](O2)[C@H]13
Orbital gap, eV: 10.178

Results of the Löwdin charge analysis, in e, for atoms 1 through 2:
1 O 0.154
2 C -0.272

---

<Q>
ORCA calculation (ωB97M-V with the def2-TZVPD basis set) on a single C5H4O3 molecule.

Each atom is followed by the atoms it is bonded to, with distances in Å.
Element x y z (Å)
1 O 1.7262 -0.8962 -0.3528  C2 1.213
2 C 0.9322 -0.0678 0.0399  O1 1.213, C3 1.529, C6 1.431
3 C 0.8517 0.4767 1.4664  C2 1.529, C4 1.375, H9 1.077
4 C -0.3380 1.1642 1.5057  C3 1.375, O5 1.340, H10 1.165
5 O -1.1520 0.8707 0.4820  C4 1.340, C6 1.324
6 C -0.4129 0.1864 -0.3776  C2 1.431, O5 1.324, C7 1.356
7 C -0.8723 -0.5019 -1.4520  C6 1.356, O8 1.387, H11 1.254
8 O -0.2122 -1.4016 -2.2762  C7 1.387, H12 0.943
9 H 1.7991 0.6685 1.9411  C3 1.077
10 H -0.8571 1.6059 2.4509  C4 1.165
11 H -2.0953 -0.7538 -1.5702  C7 1.254
12 H 0.6308 -1.3511 -1.8571  O8 0.943

Calculated values
HOMO energy, eV: -9.239
Structure (SMILES): O=C1C=CO/C1=C/O
Orbital gap, eV: 8.981

Results of the Löwdin charge analysis, in e, for atoms 1 through 2:
1 O 0.069
2 C -0.355

---

Stability check: which of them is most stable? <Q>.